No. 1
3 unconnected molecules or ions with the total composition C4H13NO2 at a distorted geometry, computed with the ωB97M-V functional and the def2-TZVPD basis.

Last column: Löwdin charge in e.
CARTESIAN COORDINATES (ANGSTROEM)
C  1.67596  -3.11150  3.56822  -0.02
C  1.39812  -1.85141  3.21414  -0.26
N  0.13524  -1.27822  3.19277  -0.07
C  -0.13584  -0.24539  2.20332  -0.27
C  0.32447  1.10561  2.76376  -0.09
H  2.70496  -3.39078  3.67843  0.03
H  0.89328  -3.74482  3.96723  0.04
H  2.19649  -1.25378  2.81506  0.10
H  -0.56006  -1.96735  3.46845  0.13
H  -1.19532  -0.30720  1.97741  0.11
H  0.39615  -0.43557  1.26700  0.10
H  -0.26957  1.29014  3.66401  0.07
H  0.19545  1.95936  2.12249  0.06
H  1.28898  0.90700  3.22610  0.06
H  2.06836  2.75639  -5.72929  0.03
H  1.31770  1.50414  -5.78260  0.04
O  1.37241  2.34849  -6.26228  -0.07
H  -4.40858  1.75144  -4.87281  0.03
H  -3.61274  0.97293  -5.93688  0.03
O  -4.03053  1.82566  -5.76022  -0.07

SMILES = C=CNCC.O.O
orbital gap = 8.871 eV
E_LUMO = 0.0295 hartree
spin multiplicity = 1

***

No. 2
2 unconnected molecules or ions with the total composition C5H19BrN2O2P2S2Si, computed with the ωB97M-V functional and the def2-TZVPD basis.

Last column: Löwdin charge in e.
CARTESIAN COORDINATES (ANGSTROEM)
N  1.72623  -1.51377  0.67442  -0.36
P  2.40089  -0.48404  -0.31179  0.54
Si  1.06464  1.34628  -0.68268  -0.04
Br  1.66488  2.77111  0.91807  0.31
C  -0.70629  0.81855  -0.44801  -0.38
C  -1.40693  0.33873  -1.72459  -0.32
C  -0.73970  -0.88776  -2.34733  -0.57
S  -1.00397  -2.43488  -1.41483  0.71
P  1.49963  2.53725  -2.59493  0.63
N  3.14043  3.00978  -2.40961  -0.25
O  1.71220  1.18928  -3.55182  -0.42
H  2.28127  -1.73917  1.48992  -0.03
H  2.67046  -0.98504  -1.60654  -0.04
H  3.67002  0.03548  0.02540  -0.04
H  -0.73992  0.02528  0.30335  0.03
H  -1.23191  1.66414  0.00098  0.07
H  -1.46138  1.14586  -2.46123  0.10
H  -2.43366  0.07314  -1.46732  0.10
H  -1.12790  -1.07934  -3.34621  0.07
H  0.33366  -0.73513  -2.47373  0.02
H  0.03322  -2.28916  -0.56522  -0.19
H  3.23550  3.87634  -1.89136  0.02
H  3.75749  2.31753  -1.99700  0.02
H  1.95985  1.44450  -4.45773  0.05
C  -1.42569  -1.94079  2.41572  -0.28
S  -2.93840  -1.03361  2.73885  0.81
O  -2.93348  0.14328  1.82619  -0.55
C  -2.46212  -0.41018  4.35591  -0.27
H  -1.50895  -2.34958  1.40959  0.00
H  -0.57438  -1.25937  2.45056  0.04
H  -1.31812  -2.74541  3.14283  0.06
H  -1.54246  0.16516  4.25094  0.06
H  -2.32685  -1.24546  5.04311  0.05
H  -3.26828  0.23097  4.70608  0.05

orbital gap = 8.596 eV
E_LUMO = 0.0097 hartree
spin multiplicity = 1

***

No. 3
2 unconnected molecules or ions with the total composition C15H18 at a distorted geometry, computed with the ωB97M-V functional and the def2-TZVPD basis.

Last column: Löwdin charge in e.
CARTESIAN COORDINATES (ANGSTROEM)
C  1.76768  -1.51336  1.07538  -0.22
C  2.22345  -2.46471  2.18186  -0.08
C  1.04924  -2.21670  -0.03947  -0.23
C  1.74119  -3.12597  -0.85758  -0.05
C  -0.31404  -2.03778  -0.24210  -0.03
C  1.08613  -3.78977  -1.87333  -0.10
C  -0.97449  -2.73499  -1.25772  -0.07
C  -0.27550  -3.61389  -2.07266  -0.10
H  1.09964  -0.78134  1.55973  0.10
H  2.58390  -1.00027  0.61238  0.11
H  2.63527  -3.26375  1.74204  0.01
H  2.80965  -3.29393  -0.76093  0.12
H  -0.84568  -1.37629  0.32270  0.08
H  1.62216  -4.48108  -2.49941  0.10
H  -1.98402  -2.53596  -1.47159  0.09
H  -0.78586  -4.18823  -2.85499  0.11
H  1.33328  -2.73439  2.79458  0.10
H  3.04401  -2.03438  2.79436  0.09
C  -2.13148  4.56151  1.44079  -0.06
C  -0.04523  1.71546  0.11803  -0.10
C  -0.27456  1.82030  -1.23306  -0.08
C  -0.64965  2.58796  0.99316  -0.05
C  -1.48144  3.58749  0.50066  -0.29
C  -1.10156  2.81895  -1.74659  -0.08
C  -1.69956  3.69345  -0.86243  -0.06
H  0.63071  0.98885  0.50734  0.07
H  0.18043  1.14812  -1.90162  0.09
H  -0.47039  2.53875  2.10507  0.13
H  -1.32764  2.86336  -2.77390  0.09
H  -2.45813  4.08977  2.35244  0.07
H  -3.08130  4.89172  0.99371  0.08
H  -2.38866  4.46290  -1.30900  0.13
H  -1.51755  5.41819  1.66214  0.08

SMILES = CCc1ccccc1.Cc1ccccc1
orbital gap = 9.899 eV
E_LUMO = 0.0335 hartree
spin multiplicity = 1

***

No. 4
2 unconnected molecules or ions with the total composition C3H10NO at a distorted geometry, computed with the ωB97M-V functional and the def2-TZVPD basis.

Last column: Löwdin charge in e.
CARTESIAN COORDINATES (ANGSTROEM)
C  -1.90795  0.82443  -0.10904  -0.02
C  -0.44507  0.54429  0.14574  -0.35
C  0.08224  0.68964  1.35267  0.11
N  0.38750  0.30036  -1.04764  0.22
H  -2.23677  1.74594  0.37101  0.10
H  -2.16274  0.66485  -1.15495  0.09
H  -2.47533  0.15233  0.54190  0.10
H  1.14385  0.53927  1.41135  0.07
H  -0.42139  1.10122  2.20937  0.10
H  0.19912  -0.64393  -1.39458  0.16
H  1.36292  0.44965  -0.80700  0.16
H  0.10064  1.01638  -1.72031  0.18
H  2.35276  -1.55700  -0.03299  0.05
H  1.40447  -2.49832  0.64290  0.09
O  1.46947  -1.90153  -0.12687  -0.04

charge = +1
orbital gap = 10.957 eV
E_LUMO = -0.1320 hartree
spin multiplicity = 1

***

No. 5
A molecular structure, C20H8Br4ClI2N2O3SbSe4V at a distorted geometry, computed with the ωB97M-V functional and the def2-TZVPD basis.

Last column: Löwdin charge in e.
CARTESIAN COORDINATES (ANGSTROEM)
V  -1.18692  -1.82171  -0.86359  0.19
Cl  0.76899  3.23830  4.33782  0.65
C  0.35187  2.07738  3.10009  -0.61
C  0.57304  0.75331  3.34330  -0.19
C  0.29792  -0.21141  2.36550  -0.64
I  0.95730  -2.14336  2.69262  0.99
C  -0.24761  0.17185  1.13177  -0.34
O  -0.56015  -0.62226  0.11176  -0.34
C  -0.49238  1.56554  0.89545  -0.16
N  -1.00267  1.88483  -0.31367  0.15
C  -1.17115  3.15198  -0.60199  -0.14
C  -0.82540  4.19117  0.27275  -0.06
C  -0.31998  3.88421  1.50640  -0.03
C  -0.14965  2.53408  1.87117  -0.18
H  0.98142  0.43368  4.29177  0.09
H  -1.59037  3.36256  -1.58151  0.10
H  -0.96205  5.21916  -0.03698  0.10
H  -0.02707  4.66520  2.19516  0.08
Br  -4.69161  2.50778  0.54828  0.70
C  -3.95328  1.00466  -0.36157  -0.73
C  -3.82551  1.02106  -1.75058  -0.73
Br  -4.47146  2.51159  -2.75264  0.68
C  -3.25428  -0.05949  -2.41522  -0.61
Br  -3.03755  -0.05425  -4.31701  0.73
C  -2.86738  -1.19036  -1.70195  -0.50
O  -2.22312  -2.21882  -2.19531  -0.22
C  -3.01519  -1.21263  -0.27904  -0.47
O  -2.49708  -2.25318  0.30634  -0.10
C  -3.54074  -0.09744  0.37352  -0.60
Br  -3.64450  -0.13503  2.27794  0.80
Se  3.68188  -5.03712  -2.21779  -0.29
Sb  1.88205  -4.89341  -0.54927  -0.38
Se  0.22223  -3.20687  -0.93561  0.33
Se  0.89945  -7.12827  -0.41803  -0.32
Se  3.43230  -4.81694  1.35214  -0.34
I  0.38631  -0.50984  -2.88637  1.09
C  2.20596  -0.38999  -1.70175  -0.65
C  3.20515  -1.32084  -1.91729  -0.15
C  4.17162  -1.44120  -0.92756  -0.07
C  4.14764  -0.55622  0.14216  -0.06
C  3.17395  0.42614  0.16773  -0.15
N  2.18677  0.48588  -0.72954  0.04
H  3.19458  -1.99907  -2.76249  0.06
H  4.87067  -2.27137  -0.97760  0.09
H  4.85264  -0.66833  0.95365  0.10
H  3.11338  1.16908  0.95701  0.10

charge = -2
orbital gap (spin up / spin down) = 4.094 / 4.092 eV
E_LUMO (spin up / spin down) = 0.1134 / 0.1134 hartree
⟨S²⟩ = 0.763
spin multiplicity = 2

***

No. 6
3 unconnected molecules or ions with the total composition C4H15N2O2 at a distorted geometry, computed with the ωB97M-V functional and the def2-TZVPD basis.

Last column: Löwdin charge in e.
CARTESIAN COORDINATES (ANGSTROEM)
C  2.40410  -0.50153  -1.36773  -0.08
C  1.46124  0.67648  -1.12809  -0.19
C  0.11230  0.15461  -0.63619  -0.40
C  -0.95313  0.12806  -1.46486  -0.19
N  -2.24582  -0.46302  -1.03966  0.04
N  0.03256  -0.24666  0.65923  0.13
H  1.87828  -1.21540  -1.99556  0.08
H  2.64211  -0.96865  -0.41667  0.06
H  3.32013  -0.17520  -1.85665  0.07
H  1.13994  1.19312  -2.03931  0.10
H  1.70713  1.46550  -0.42647  0.11
H  -0.94210  0.40110  -2.50383  0.08
H  -2.89242  -0.15626  -1.78695  0.05
H  -2.29908  -1.50495  -1.01981  0.05
H  -2.65847  -0.09524  -0.15108  0.05
H  -0.84004  -0.45474  1.11496  0.05
H  0.83427  -0.08606  1.24812  0.05
H  -3.72984  -0.21805  1.95735  0.04
H  -3.22107  1.22724  1.80261  0.04
O  -3.04714  0.31713  1.50742  -0.19
H  3.22210  0.63607  2.72981  0.05
H  2.74819  -0.83042  2.72350  0.05
O  2.55201  0.04404  2.37209  -0.05

orbital gap (spin up / spin down) = 3.191 / 8.589 eV
E_LUMO (spin up / spin down) = 0.0131 / 0.0118 hartree
⟨S²⟩ = 0.750
spin multiplicity = 2

***

No. 7
2 unconnected molecules or ions with the total composition C2H4N2O2 at a distorted geometry, computed with the ωB97M-V functional and the def2-TZVPD basis.

Last column: Löwdin charge in e.
CARTESIAN COORDINATES (ANGSTROEM)
C  -1.16869  -0.57683  -0.32172  -0.08
C  0.06699  0.02012  0.28323  -0.24
N  -0.89660  0.87105  -0.32806  0.07
N  1.42334  -0.06778  0.04310  -0.43
O  1.81866  -1.12822  -0.42266  0.08
O  2.14391  0.82070  0.43154  0.05
H  -1.11266  -1.10624  -1.28018  0.11
H  -2.02153  -0.98628  0.32038  0.12
H  0.54667  0.61274  2.39707  0.18
H  -0.80008  1.54075  -1.12270  0.15

orbital gap (spin up / spin down) = 8.656 / 8.333 eV
E_LUMO (spin up / spin down) = -0.0519 / -0.0309 hartree
spin multiplicity = 1